[1]
The following is a quantum chemistry calculation of an isolated molecule of C16H11Cl2N3O3S, from OMol25.

Element x y z (Å)
Cl -3.685 -2.288 -0.420
Cl -8.810 -0.835 -0.253
S 2.674 -2.172 0.847
O 0.269 -1.523 0.403
O -2.031 -0.137 0.231
O 8.250 -0.311 -0.793
N 3.796 0.279 0.447
N 1.526 0.287 0.392
N 4.344 -2.035 0.819
C -4.411 -0.004 0.147
C 6.291 -0.372 0.700
C -6.687 0.867 0.226
C -3.132 0.556 0.260
C 7.057 -0.270 -0.647
C -6.222 -1.521 -0.288
C 4.823 -0.887 0.531
C -1.121 1.810 0.179
C 2.661 -0.293 0.402
C 0.268 -0.207 0.421
C -4.953 -1.070 -0.009
C -2.542 1.848 -0.072
C -7.177 -0.510 0.147
C -0.878 0.187 0.158
C 6.032 0.030 -1.708
C -5.494 1.047 0.401
H 5.348 1.045 -1.497
H -7.469 1.524 0.459
H -0.389 2.478 0.181
H -3.148 2.746 0.044
H 6.297 0.629 1.046
H -6.516 -2.488 -0.228
H -5.170 1.935 0.534
H 6.817 -1.016 1.357
H 6.519 0.208 -2.681
H 5.359 -0.986 -2.007
H 1.506 1.449 0.274

Forces on the atoms, in the same order (eV/Å):
-0.4 -1.2 0.0
-0.6 0.2 0.6
1.0 2.8 -1.3
0.4 1.8 1.1
-5.7 -10.0 1.4
-0.4 -0.1 0.1
1.8 -2.6 -0.9
-5.3 9.8 -0.6
0.8 -0.1 -0.3
-0.6 12.9 3.4
-0.6 -1.8 -1.8
-10.0 -4.7 0.5
4.9 3.4 -2.7
-1.7 0.3 0.5
-3.0 5.7 3.9
-1.3 2.9 1.9
-4.6 -6.9 -2.0
3.2 -4.5 1.9
9.6 -12.9 0.4
0.0 -12.4 -3.6
0.3 1.2 3.3
2.4 -1.5 -4.1
-5.3 17.3 -1.2
-2.1 0.1 -2.8
9.2 -3.8 -1.0
1.6 -3.2 -0.2
-0.7 1.5 -0.1
2.5 3.3 -0.2
0.3 0.0 -0.6
-0.3 1.0 0.7
-0.5 -2.9 -0.6
2.4 6.1 1.2
0.5 -0.5 0.8
0.1 0.2 0.4
1.5 2.9 1.4
0.7 -4.1 0.5

* E_HOMO: -0.3136 Eh
* maximum force: 0.35229 Eh/bohr
* LUMO energy: -1.60 eV
* calculated total energy: -63251.743 eV
* molecular weight: 396.3 g/mol

Here are the Mulliken charges for atoms 1 to 8, given in e: number 1, Cl, carries -0.23; number 2, Cl, carries -0.17; number 3, S, carries 0.13; number 4, O, carries -0.76; number 5, O, carries -0.17; number 6, O, carries -0.56; number 7, N, carries -0.55; number 8, N, carries -0.05

---

[2]
The following is a quantum chemistry calculation of a structure of composition C44H52GeN5PTi, from OMol25.

Element x y z (Å)
Ge -2.461 -1.757 0.448
Ti 0.324 0.192 0.464
P 2.210 0.067 -1.738
N -0.708 0.940 2.356
N -1.781 4.052 0.807
N 2.646 0.622 3.872
N 1.769 -0.184 2.030
N -0.291 2.550 0.122
C -2.460 -4.657 0.573
C 0.631 4.009 -1.775
C 4.676 1.499 -2.404
C -1.275 2.808 0.945
C -0.034 1.027 -3.185
C -5.165 -0.609 0.142
C 3.697 1.079 -1.322
C -0.632 -1.352 -0.089
C -3.809 -0.450 -0.195
C 3.734 -1.753 -3.441
C -3.564 -1.143 3.153
C -3.076 -3.568 -0.050
C -3.596 -1.244 4.553
C -5.775 1.352 -1.094
C 1.578 0.613 3.057
C 3.579 -0.264 3.361
C -1.433 -2.299 4.494
C -4.032 -3.826 -1.056
C 2.015 -2.677 -1.892
C 0.467 5.248 -2.386
C 2.177 1.399 -4.326
C 3.031 -1.559 -2.103
C -1.139 4.645 -0.263
C -4.335 -5.132 -1.454
C -3.661 -6.205 -0.878
C 0.357 1.481 3.224
C -0.483 6.170 -1.935
C 5.022 -1.943 1.726
C 1.384 0.499 -3.373
C -1.774 1.898 2.014
C -0.187 3.710 -0.682
C -2.763 -5.955 0.160
C -3.464 0.647 -0.966
C -4.448 1.552 -1.444
C -1.414 -2.205 3.123
C 4.870 -0.657 3.794
C -6.157 0.260 -0.307
C -2.484 -1.634 2.406
C 5.578 -1.445 2.927
C -2.534 -1.825 5.206
C -1.295 5.894 -0.865
C 3.406 2.293 -0.435
C 3.752 -1.621 1.337
C 3.024 -0.744 2.177
H -2.434 0.836 -1.239
H 3.081 0.979 -4.774
H 4.649 -1.140 -3.579
H 4.230 2.552 0.228
H 4.049 -2.805 -3.475
H -0.006 2.049 -2.836
H 1.554 1.673 -5.189
H 3.077 -1.664 -4.315
H -0.573 -2.632 2.579
H -7.218 0.142 -0.003
H 1.373 3.290 -2.142
H -1.152 0.090 2.774
H -6.561 2.009 -1.431
H 2.554 2.157 0.226
H 3.791 -1.674 -1.329
H -0.620 -2.739 5.050
H 2.720 1.143 4.720
H 0.627 2.484 2.910
H 2.493 2.315 -3.850
H -3.891 -7.200 -1.186
H 4.209 0.301 -0.715
H -4.169 2.421 -2.009
H -0.598 7.122 -2.396
H -2.022 6.598 -0.529
H -5.466 -1.437 0.751
H -4.555 -2.999 -1.521
H -2.546 4.435 1.333
H -4.412 -0.685 2.659
H 1.633 -2.754 -0.881
H -2.574 -1.909 6.280
H -1.763 -4.560 1.386
H -5.060 -5.343 -2.238
H 5.659 1.716 -1.941
H 2.505 -3.625 -2.150
H 3.234 -2.069 0.488
H -0.294 -2.165 -0.725
H 1.077 5.509 -3.244
H -2.080 2.497 2.876
H 1.259 -0.490 -3.799
H -2.269 -6.804 0.664
H 3.219 3.196 -1.064
H 0.054 1.533 4.256
H 5.229 -0.292 4.740
H 5.613 -2.623 1.149
H -2.619 1.317 1.679
H 4.853 0.715 -3.133
H -4.427 -0.807 5.094
H 1.157 -2.583 -2.574
H 4.320 2.382 -2.904
H -0.609 0.410 -2.498
H -0.581 1.039 -4.150
H 6.589 -1.712 3.164

Forces on the atoms, in the same order (eV/Å):
0.2 0.4 -0.5
0.1 -0.3 -1.2
-0.5 0.2 0.1
-0.2 -0.4 0.1
-0.1 -0.1 -0.2
0.0 -0.3 0.3
-0.6 0.3 -0.3
0.0 -0.2 -0.4
-0.6 -0.6 -0.7
0.3 0.2 -0.1
0.8 -0.4 0.3
-0.2 0.3 0.5
-0.3 0.1 -0.5
-0.2 0.2 -0.3
0.4 -0.1 0.5
-0.5 0.3 0.2
-0.2 -0.2 0.3
0.5 -0.3 -0.4
0.2 -0.1 0.3
-0.1 0.0 -0.2
0.1 0.5 -0.9
-0.3 -0.4 0.1
0.0 0.0 -0.1
0.9 -0.4 -0.1
-0.3 0.2 0.7
0.3 -0.1 0.4
0.1 -0.6 -0.8
0.2 -0.4 0.0
-0.1 -0.2 -0.6
-0.3 -0.1 0.1
0.3 0.2 -0.2
0.3 0.1 0.0
0.0 1.0 0.7
0.1 -0.7 -0.5
0.1 -0.4 0.3
0.0 0.2 0.4
0.3 0.0 0.1
0.9 -0.1 0.4
0.0 -0.2 -0.1
0.3 -0.6 0.1
-0.7 0.9 -0.6
0.2 -0.9 1.0
0.0 -0.2 -0.6
-1.3 0.8 -0.3
0.2 0.2 0.2
-0.4 -0.3 0.7
-0.1 -0.2 -0.2
0.1 0.0 0.3
0.1 -0.7 0.2
-0.2 0.6 -0.3
-1.2 0.2 0.4
0.6 -0.2 0.0
0.2 -0.1 0.0
-0.1 -0.3 0.3
-0.7 -0.3 0.0
0.3 -0.1 -0.1
0.2 0.2 0.0
-0.3 0.1 0.1
-0.1 0.0 0.3
0.0 0.3 0.2
0.0 0.2 0.0
0.9 0.0 -0.3
-0.4 0.5 0.2
0.5 0.7 -0.3
0.1 0.3 -0.2
-0.3 -0.1 0.0
0.1 0.2 0.0
0.2 -0.1 -0.1
0.1 0.2 0.4
-0.1 0.3 -0.2
-0.1 0.4 0.2
0.0 -0.5 -0.1
-0.2 0.5 0.0
0.2 0.2 -0.3
0.1 0.5 -0.5
-0.4 0.3 0.2
-0.1 -0.5 0.2
0.0 0.1 -0.1
-0.1 0.0 0.0
0.0 0.0 -0.1
0.0 0.1 0.2
0.1 -0.1 0.2
0.2 0.3 0.2
0.1 0.3 0.2
-0.5 0.1 -0.2
-0.2 0.1 0.1
0.4 0.2 0.2
0.1 0.0 -0.1
0.0 -0.1 0.1
-0.1 0.0 0.1
0.2 -0.3 -0.3
-0.3 0.5 -0.3
0.0 -0.6 0.5
-0.1 0.0 0.6
0.4 0.0 0.1
0.2 -0.2 -0.3
-0.4 -0.1 -0.2
0.0 0.1 -0.1
0.0 -0.2 0.1
0.1 0.0 0.2
0.1 0.3 -0.3
0.0 0.0 0.1
0.4 -0.1 0.4
0.3 -0.2 0.2

* ΔE to the lowest compared entry with this formula, charge and spin: 0.0 kcal per mole
* net charge: +1
* E_HOMO (spin up / spin down): -0.3368 / -0.3364 Eh
* spin multiplicity: 2
* maximum force: 0.02987 Eh/bohr
* LUMO energy (spin up / spin down): -2.11 / -2.11 eV
* calculated total energy: -142838.504 eV
* molecular weight: 802.4 g/mol

Here are the Mulliken charges for atoms 1 to 8, given in e: number 1, Ge, carries 2.48; number 2, Ti, carries 0.46; number 3, P, carries 1.04; number 4, N, carries 0.34; number 5, N, carries 0.01; number 6, N, carries -0.03; number 7, N, carries 0.99; number 8, N, carries 1.16

---

[3]
The following is a quantum chemistry calculation of a cluster of 5 separate species, CH12O4 in total, from OMol25.

Element x y z (Å)
O -0.021 2.334 -1.073
O -2.301 0.978 1.037
O 2.356 -1.020 1.349
O 1.711 0.267 -1.886
C -1.664 -2.717 0.645
H 2.152 -1.137 0.396
H -1.937 -2.393 1.637
H 1.260 1.111 -1.794
H 2.332 0.380 -2.613
H -2.721 1.854 1.081
H -3.126 0.482 1.018
H -0.894 -3.491 0.677
H -0.603 3.003 -0.723
H -2.406 -3.091 -0.062
H -1.189 -1.939 0.040
H -0.114 1.576 -0.457
H 3.230 -0.643 1.345

Forces on the atoms, in the same order (eV/Å):
0.2 -1.0 0.4
-0.9 0.8 0.0
-0.6 -0.4 -0.9
0.3 -0.4 0.0
1.2 -0.3 -1.6
0.1 0.2 0.8
-0.4 0.0 -0.1
0.0 0.3 -0.2
-0.1 0.0 0.1
0.7 0.1 0.0
0.2 -0.8 -0.1
-0.1 -0.1 0.4
-0.2 0.3 0.1
-0.6 -0.1 0.7
0.0 0.4 0.6
-0.2 0.7 -0.4
0.5 0.2 0.0

* ΔE to the lowest compared entry with this formula, charge and spin: 20.9 kcal per mole
* E_HOMO: -0.4054 Eh
* maximum force: 0.03963 Eh/bohr
* LUMO energy: 0.41 eV
* calculated total energy: -9421.422 eV
* molecular weight: 88.1 g/mol

Here are the Mulliken charges for atoms 1 to 8, given in e: number 1, O, carries -0.70; number 2, O, carries -0.59; number 3, O, carries -0.64; number 4, O, carries -0.61; number 5, C, carries -1.00; number 6, H, carries 0.32; number 7, H, carries 0.23; number 8, H, carries 0.39

---

[4]
The following is a quantum chemistry calculation of an isolated molecule of C23H19FN2O4, from OMol25.

Element x y z (Å)
F 0.671 7.272 -0.026
O 0.872 -1.722 -2.408
O -0.344 -4.403 2.578
O 2.523 -4.837 2.454
O -0.602 0.223 1.417
N -1.143 1.231 -0.538
N 0.128 -0.745 -0.500
C -1.926 4.770 0.074
C -1.315 6.009 0.025
C 0.269 -0.814 -1.882
C -0.871 1.335 -4.711
C -0.283 0.316 -3.997
C -0.372 0.285 -2.606
C 0.729 -1.789 0.276
C 2.081 -6.159 2.195
C -1.651 2.321 -2.653
C -1.170 3.606 0.134
C 1.883 -3.844 1.749
C 0.498 -3.628 1.809
C 0.216 3.696 0.151
C -1.062 1.290 -1.916
C 2.104 -1.959 0.256
C 0.067 6.068 0.031
C -1.552 2.336 -4.029
C -0.137 -4.279 3.975
C -1.847 2.262 0.207
C -0.068 -2.614 1.049
C 0.845 4.927 0.095
C 2.667 -2.990 0.982
C -0.545 0.235 0.207
H -2.176 3.119 -2.157
H -2.014 3.142 -4.579
H -0.823 -4.982 4.444
H -1.891 6.919 -0.021
H 1.007 -6.277 2.352
H 0.812 2.798 0.214
H -0.369 -3.262 4.307
H 2.627 -6.795 2.890
H 3.732 -3.156 0.967
H -1.136 -2.472 1.092
H 0.891 -4.520 4.260
H 2.723 -1.308 -0.340
H -1.859 1.919 1.248
H -2.880 2.326 -0.148
H 2.324 -6.447 1.168
H -3.005 4.710 0.070
H 0.258 -0.482 -4.482
H 1.920 5.009 0.106
H -0.803 1.360 -5.787

Forces on the atoms, in the same order (eV/Å):
0.0 -0.1 0.0
0.0 0.1 0.0
0.2 0.0 -0.4
-0.2 0.5 0.1
0.1 -0.1 0.1
-0.1 0.0 0.3
0.2 -0.3 0.1
0.2 -0.2 0.0
0.2 0.2 0.0
0.0 -0.1 -0.2
0.0 0.0 -0.1
0.0 0.0 0.2
-0.1 0.3 -0.2
0.2 -0.3 0.3
0.0 -0.3 -0.1
-0.1 0.0 0.1
0.0 0.1 0.0
0.0 -0.1 0.0
0.0 0.0 0.1
-0.2 0.0 0.0
0.2 -0.3 -0.6
-0.2 0.0 0.0
-0.1 -0.1 0.0
0.0 -0.1 0.0
0.0 0.1 0.3
-0.1 0.0 0.4
0.2 -0.1 0.0
0.0 0.2 0.0
-0.1 -0.1 0.1
-0.2 0.3 0.2
0.0 0.1 0.1
0.0 0.1 0.0
0.0 0.0 0.0
0.0 0.1 0.0
0.1 0.0 0.0
0.1 -0.1 0.0
0.0 -0.1 0.0
0.0 0.0 -0.1
0.1 0.0 0.0
-0.1 0.0 0.0
0.0 0.0 0.0
0.0 0.0 -0.1
-0.1 0.1 -0.3
0.1 0.0 0.0
0.0 0.0 0.1
-0.1 0.0 0.0
0.0 -0.1 0.0
0.1 0.0 0.0
0.0 0.0 -0.1

* ΔE to the lowest compared entry with this formula, charge and spin: 22.0 kcal per mole
* E_HOMO: -0.3195 Eh
* maximum force: 0.01395 Eh/bohr
* LUMO energy: 0.28 eV
* calculated total energy: -38047.797 eV
* molecular weight: 406.4 g/mol

Here are the Mulliken charges for atoms 1 to 8, given in e: number 1, F, carries -0.33; number 2, O, carries -0.63; number 3, O, carries -0.52; number 4, O, carries -0.52; number 5, O, carries -0.63; number 6, N, carries 0.00; number 7, N, carries 0.35; number 8, C, carries -0.23

---

[5]
The following is a quantum chemistry calculation of an isolated molecule of C4H6OS, from OMol25.

Element x y z (Å)
S -1.731 -0.124 -0.773
O 0.839 -0.141 -1.064
C -0.571 -0.783 0.489
C 0.509 1.059 -0.311
C 0.545 -1.126 -0.231
C -0.685 0.672 0.358
H -1.295 1.469 1.082
H 0.412 -2.008 -0.932
H 1.354 -1.386 0.459
H 0.447 2.064 -0.987
H -1.081 -1.203 1.444
H 1.257 1.508 0.467

Forces on the atoms, in the same order (eV/Å):
-2.8 -1.0 -0.4
2.2 4.9 -0.8
-6.8 0.8 4.0
3.2 4.7 -1.7
3.9 -6.4 -1.2
-3.2 3.4 2.8
2.2 -2.5 -1.6
0.0 0.4 1.2
0.5 0.0 0.1
-0.2 -2.8 0.9
1.4 0.1 -2.0
-0.4 -1.7 -1.1

* ΔE to the lowest compared entry with this formula, charge and spin: 78.4 kcal per mole
* E_HOMO: -0.3144 Eh
* maximum force: 0.15345 Eh/bohr
* LUMO energy: 0.84 eV
* calculated total energy: -17124.731 eV
* molecular weight: 102.2 g/mol

Here are the Mulliken charges for atoms 1 to 8, given in e: number 1, S, carries -0.17; number 2, O, carries -0.30; number 3, C, carries -0.36; number 4, C, carries -0.46; number 5, C, carries -0.52; number 6, C, carries 0.08; number 7, H, carries 0.34; number 8, H, carries 0.29

---

[6]
The following is a quantum chemistry calculation of a structure of composition C29H25ClCoP, from OMol25.

Element x y z (Å)
Co 0.369 -0.500 1.668
Cl 2.290 0.872 1.818
P 0.380 -0.186 -0.592
C -1.683 -1.968 -1.248
C -0.832 2.593 4.395
C 1.418 2.852 -3.137
C -3.764 -1.327 -2.265
C 0.769 -2.652 1.607
C -3.316 -0.017 -2.341
C 2.919 -1.259 -0.969
C 1.318 -1.933 -2.631
C 3.592 -2.703 -2.772
C -2.733 2.255 2.935
C 0.525 -1.631 3.669
C -2.028 1.265 2.231
C 0.618 3.879 -1.121
C 1.466 -2.134 2.729
C 2.301 -2.670 -3.276
C 0.412 2.628 -0.557
C -2.942 -2.304 -1.718
C -0.756 -1.792 3.100
C -0.131 1.614 3.693
C -1.223 -0.654 -1.333
C 1.215 1.601 -2.579
C -2.052 0.321 -1.880
C -0.720 0.943 2.603
C 1.616 -1.228 -1.466
C 0.705 1.480 -1.286
C -0.627 -2.434 1.831
C 3.899 -1.990 -1.621
C 1.121 3.996 -2.407
C -2.134 2.918 4.015
H -0.364 3.092 5.235
H 3.162 -0.696 -0.079
H -1.050 -2.738 -0.828
H -4.749 -1.587 -2.627
H -2.494 0.752 1.402
H 1.817 2.933 -4.139
H 0.390 4.765 -0.543
H 1.461 0.719 -3.152
H -1.435 -2.718 1.181
H 4.906 -2.002 -1.228
H 2.054 -3.217 -4.176
H 0.318 -1.910 -3.038
H -2.676 3.675 4.564
H 0.022 2.544 0.443
H 2.536 -2.083 2.831
H -3.744 2.509 2.651
H -1.680 -1.435 3.522
H 4.358 -3.278 -3.277
H -1.713 1.344 -1.938
H 0.755 -1.141 4.598
H -3.953 0.751 -2.761
H -3.282 -3.329 -1.657
H 1.284 4.974 -2.842
H 1.215 -3.126 0.750
H 0.868 1.365 4.015

Forces on the atoms, in the same order (eV/Å):
1.2 1.7 0.4
0.2 -0.3 -0.3
0.1 0.1 -1.7
0.0 0.0 -0.1
-0.1 -0.2 -0.4
0.0 0.0 0.0
0.0 0.0 0.0
-0.4 -0.2 0.6
-0.1 0.0 0.0
0.0 0.0 0.0
0.0 0.0 0.1
0.0 0.0 0.0
0.5 0.1 0.3
0.3 -0.5 -0.6
0.3 0.3 0.5
0.0 0.0 0.0
-0.2 -0.4 0.4
0.0 0.0 0.0
0.0 -0.1 -0.1
0.0 0.0 0.0
-0.4 -0.7 -0.1
-0.6 0.0 -0.1
0.1 0.2 0.0
0.0 0.0 0.1
0.0 -0.1 0.0
-0.5 0.7 0.9
-0.1 0.0 0.0
0.0 -0.2 0.0
0.3 -0.1 0.6
0.0 0.0 0.0
0.0 -0.1 0.0
0.0 -0.4 -0.4
0.0 0.0 0.0
0.0 0.1 0.1
0.1 0.0 -0.1
0.0 0.0 0.0
-0.2 -0.1 -0.1
0.0 0.0 0.0
0.0 0.0 0.0
0.0 -0.1 0.0
-0.1 0.0 0.1
0.0 0.0 0.0
0.0 0.0 0.0
-0.1 0.0 0.0
-0.1 0.0 0.0
0.0 0.0 0.3
0.1 0.0 0.0
-0.1 0.0 -0.1
-0.1 -0.1 0.1
0.0 0.0 0.0
0.0 0.1 0.0
0.0 0.1 0.0
0.0 0.0 0.0
0.0 0.0 0.0
0.0 0.0 0.0
0.1 0.0 -0.1
0.1 0.0 -0.1

* E_HOMO (spin up / spin down): -0.2689 / -0.3039 Eh
* spin multiplicity: 5
* maximum force: 0.04144 Eh/bohr
* LUMO energy (spin up / spin down): 0.63 / -1.10 eV
* calculated total energy: -89915.474 eV
* molecular weight: 498.9 g/mol

Here are the Mulliken charges for atoms 1 to 8, given in e: number 1, Co, carries -0.11; number 2, Cl, carries -0.42; number 3, P, carries 1.95; number 4, C, carries -0.53; number 5, C, carries -0.75; number 6, C, carries -0.76; number 7, C, carries -0.60; number 8, C, carries -1.14

---

Question: Among the records above, which one has the lowest maximum force?
Answer: C23H19FN2O4